Computed, not measured: a 9-piece molecular cluster, C37H79NO9 overall, with the ωB97M-V functional and the def2-TZVPD basis.

Output
E_LUMO = 0.500 eV
Kohn-Sham gap = 7.8 eV

Last column: Löwdin charge in e.
CARTESIAN COORDINATES (ANGSTROEM)
C: -3.621 0.581 4.484  -0.06
C: -3.379 1.608 3.428  -0.22
N: -2.500 1.215 2.342  -0.25
C: -2.367 2.262 1.304  0.02
C: -1.121 0.958 2.873  -0.18
C: -0.686 1.986 3.878  -0.04
C: -2.984 -0.122 1.739  -0.08
C: -4.252 -0.195 0.882  -0.17
O: -4.079 0.226 -0.454  -0.18
C: -3.345 -0.645 -1.272  -0.10
H: -4.066 1.170 5.311  0.10
H: -2.684 0.213 4.888  0.07
H: -4.289 -0.239 4.203  0.09
H: -2.982 2.531 3.859  0.12
H: -4.327 1.846 2.946  0.13
H: -1.595 1.876 0.650  0.08
H: -2.176 3.265 1.685  0.11
H: -3.283 2.239 0.701  0.11
H: -0.455 0.814 2.024  0.07
H: -1.218 -0.031 3.337  0.12
H: -0.648 2.993 3.456  0.09
H: 0.323 1.764 4.143  0.07
H: -1.257 2.034 4.813  0.08
H: -3.025 -0.840 2.539  0.09
H: -2.095 -0.438 1.102  0.12
H: -5.040 0.451 1.245  0.12
H: -4.534 -1.241 1.045  0.14
H: -2.317 -0.656 -1.050  0.03
H: -3.448 -0.247 -2.294  0.08
H: -3.759 -1.662 -1.370  0.11
C: 0.074 -0.493 -0.923  -0.33
O: -0.480 -0.075 0.239  -0.38
H: 1.043 -0.986 -0.774  0.03
H: -0.469 -1.233 -1.564  0.06
H: 0.330 0.387 -1.557  0.06
C: -1.082 -0.350 -4.120  -0.19
C: -1.345 0.395 -5.448  -0.14
C: -1.915 -0.753 -6.323  -0.21
O: -1.416 -1.967 -5.804  -0.13
C: -1.454 -1.773 -4.382  -0.21
H: -1.713 0.053 -3.329  0.07
H: -0.025 -0.218 -3.817  0.10
H: -0.424 0.824 -5.840  0.11
H: -2.123 1.119 -5.301  0.08
H: -1.683 -0.695 -7.392  0.12
H: -3.027 -0.714 -6.166  0.13
H: -0.683 -2.415 -3.893  0.12
H: -2.428 -2.002 -3.924  0.12
C: 1.444 -5.300 -0.494  -0.14
C: 0.820 -3.896 -0.515  -0.17
C: 1.727 -3.079 0.334  -0.24
O: 2.432 -3.986 1.218  -0.13
C: 2.713 -5.036 0.318  -0.23
H: 1.657 -5.756 -1.457  0.11
H: 0.765 -5.930 0.071  0.10
H: -0.139 -3.865 -0.005  0.10
H: 0.805 -3.537 -1.540  0.10
H: 1.269 -2.247 0.936  0.11
H: 2.475 -2.570 -0.323  0.09
H: 3.055 -5.908 0.895  0.12
H: 3.527 -4.748 -0.361  0.12
C: 0.224 -2.927 3.892  -0.15
C: -0.550 -3.592 5.066  -0.14
C: -2.011 -3.127 4.834  -0.20
O: -2.061 -2.682 3.497  -0.16
C: -0.809 -3.002 2.853  -0.22
H: 1.122 -3.484 3.631  0.11
H: 0.465 -1.853 3.991  0.12
H: -0.205 -3.366 6.068  0.10
H: -0.445 -4.670 5.002  0.11
H: -2.205 -2.266 5.479  0.10
H: -2.748 -3.933 5.032  0.12
H: -0.645 -2.214 2.155  0.09
H: -0.883 -3.936 2.295  0.13
C: -1.805 4.228 -2.083  -0.17
C: -1.993 2.819 -2.624  -0.16
C: -3.513 2.774 -2.905  -0.24
O: -3.864 4.056 -3.253  -0.13
C: -2.818 5.030 -2.866  -0.14
H: -0.799 4.547 -2.269  0.10
H: -1.855 4.272 -0.969  0.12
H: -1.737 2.107 -1.883  0.07
H: -1.387 2.599 -3.505  0.11
H: -4.077 2.334 -2.077  0.11
H: -3.671 2.122 -3.793  0.11
H: -3.286 5.822 -2.294  0.11
H: -2.421 5.371 -3.805  0.11
C: 2.276 2.785 -0.423  -0.13
C: 2.556 4.272 -0.114  -0.15
C: 1.615 4.574 1.012  -0.21
O: 0.536 3.640 0.988  -0.15
C: 0.871 2.603 0.094  -0.25
H: 3.043 2.180 0.090  0.09
H: 2.351 2.541 -1.491  0.11
H: 2.316 4.886 -0.997  0.12
H: 3.581 4.425 0.151  0.10
H: 1.175 5.575 1.061  0.12
H: 2.169 4.446 1.966  0.12
H: 0.042 2.665 -0.636  0.10
H: 0.765 1.600 0.508  0.07
C: 4.486 0.402 2.239  -0.17
C: 3.234 -0.177 1.673  -0.17
C: 2.207 0.587 2.520  -0.18
O: 2.763 0.573 3.856  -0.13
C: 4.168 0.418 3.754  -0.20
H: 4.641 1.401 1.803  0.11
H: 5.402 -0.169 2.096  0.11
H: 3.169 -1.247 1.918  0.12
H: 3.106 0.020 0.621  0.10
H: 1.273 0.039 2.429  0.09
H: 2.070 1.631 2.132  0.12
H: 4.547 -0.451 4.284  0.12
H: 4.608 1.295 4.211  0.11
C: 3.226 -1.646 -3.050  -0.16
C: 4.657 -2.075 -3.442  -0.13
C: 5.197 -0.731 -4.079  -0.21
O: 4.415 0.333 -3.573  -0.15
C: 3.072 -0.177 -3.562  -0.19
H: 3.203 -1.672 -1.951  0.08
H: 2.431 -2.293 -3.494  0.12
H: 4.611 -2.784 -4.236  0.09
H: 5.141 -2.405 -2.546  0.10
H: 5.220 -0.708 -5.186  0.12
H: 6.236 -0.599 -3.720  0.12
H: 2.645 -0.238 -4.589  0.12
H: 2.433 0.496 -2.985  0.09


Computed, not measured: a 2-piece molecular cluster, C2H7NO2 overall, with the ωB97M-V functional and the def2-TZVPD basis.

Output
E_LUMO = 0.553 eV
Relative energy (zero: lowest compared OMol25 entry of this formula, charge and spin) = 57.03 kcal per mole
Kohn-Sham gap = 10.0 eV

Last column: Löwdin charge in e.
CARTESIAN COORDINATES (ANGSTROEM)
N: 0.734 -1.198 0.025  -0.04
C: 1.079 0.235 0.312  -0.25
C: 0.985 1.113 -0.891  -0.26
O: 1.146 2.306 -0.673  0.02
H: 0.234 -1.188 -0.933  0.08
H: -0.063 -1.545 0.575  0.04
H: 2.161 0.234 0.464  0.10
H: 0.610 0.684 1.337  0.17
H: 0.794 0.660 -1.872  0.12
O: -2.340 -0.563 0.337  -0.06
H: -2.046 -0.414 1.191  -0.02
H: -3.294 -0.324 0.129  0.09


Computed, not measured: a 2-piece molecular cluster, C3H8O2 overall, with the ωB97M-V functional and the def2-TZVPD basis.

Output
E_LUMO (spin up / spin down) = -6.544 / -10.325 eV
Relative energy (zero: lowest compared OMol25 entry of this formula, charge and spin) = 48.78 kcal per mole
Total charge = +1
2S+1 = 2
Kohn-Sham gap (spin up / spin down) = 6.6 / 2.8 eV

Last column: Löwdin charge in e.
CARTESIAN COORDINATES (ANGSTROEM)
C: -0.763 -2.870 1.842  -0.15
O: -1.162 -1.570 2.288  -0.13
H: 0.191 -2.851 1.315  0.07
H: -1.504 -3.232 1.136  0.08
H: -0.708 -3.535 2.692  0.08
H: -0.383 -1.050 2.481  0.06
O: 1.583 2.473 -1.324  0.41
C: 0.549 2.101 -1.780  -0.07
C: 0.068 0.718 -1.585  0.05
H: -0.083 2.830 -2.343  0.22
H: -0.372 0.294 -2.492  0.13
H: 0.797 0.049 -1.144  0.11
H: -0.761 0.746 -0.847  0.15


Computed, not measured: F12NO3P2Rb as an isolated structure, with the ωB97M-V functional and the def2-TZVPD basis.

Output
E_LUMO = 4.557 eV
Relative energy (zero: lowest compared OMol25 entry of this formula, charge and spin) = 2.94 kcal per mole
Total charge = -2
Kohn-Sham gap = 7.9 eV

Last column: Löwdin charge in e.
CARTESIAN COORDINATES (ANGSTROEM)
Rb: 0.472 -0.893 -0.334  1.06
P: -2.912 0.525 -2.108  0.15
F: -2.145 0.281 -0.690  -0.25
F: -4.101 1.218 -1.235  -0.18
F: -2.226 1.980 -2.300  -0.17
F: -3.789 0.747 -3.461  -0.19
F: -1.706 -0.155 -2.931  -0.18
F: -3.597 -0.960 -1.997  -0.19
P: 1.407 1.676 1.806  0.15
F: 0.341 0.437 2.034  -0.28
F: 0.904 1.812 0.264  -0.24
F: 0.265 2.767 2.233  -0.18
F: 2.443 2.902 1.707  -0.16
F: 1.777 1.449 3.387  -0.18
F: 2.558 0.666 1.298  -0.19
N: 2.584 -3.599 0.584  -0.64
O: 1.818 -3.550 -0.420  -0.18
O: 2.413 -2.833 1.554  -0.08
O: 3.494 -4.472 0.609  -0.09


Taking the records one at a time from the top gives E values of -59560.725; -7771.053; -7324.474; -59489.666 eV.
Taking the records one at a time from the top gives molar mass values of 682.0; 77.1; 76.1; 437.4 Da.